No. 1
{
  "formula": "C5H6OS2",
  "method": "ωB97M-V/def2-TZVPD",
  "elements": ["C", "C", "C", "C", "C", "O", "S", "S", "H", "H", "H", "H", "H", "H"],
  "xyz": [[0.355, -1.090, -1.066], [0.178, -1.361, 0.238], [0.556, 0.324, -1.501], [-0.030, -0.415, 1.260], [-0.706, 0.878, 0.844], [-0.533, 2.675, -1.032], [1.219, 0.544, -2.988], [0.359, 1.713, -0.325], [0.468, -1.914, -1.703], [0.138, -2.318, 0.478], [-0.657, -0.940, 2.032], [0.857, -0.286, 1.780], [-1.547, 0.684, 0.168], [-0.657, 1.506, 1.815]],
  "nbo_charge": [-0.27, -0.09, -0.38, -0.48, -0.62, -0.95, 0.12, 1.26, 0.23, 0.20, 0.23, 0.24, 0.26, 0.26],
  "charge": 0,
  "lumo_energy_ev": -1.10,
  "total_energy_ha": -1065.62819,
  "homo_lumo_gap_ha": 0.2827,
  "e_above_lowest_kcal_mol": 63.09
}

No. 2
{
  "formula": "C5H6S",
  "method": "ωB97M-V/def2-TZVPD",
  "elements": ["C", "C", "C", "C", "C", "S", "H", "H", "H", "H", "H", "H"],
  "xyz": [[-2.288, -0.372, -0.003], [-0.950, -0.308, 0.031], [-0.165, 0.955, 0.033], [1.183, 0.797, -0.003], [1.764, -0.574, 0.041], [0.225, -1.673, 0.007], [-2.774, 0.529, 0.101], [-2.877, -1.291, -0.093], [-0.747, 1.915, 0.022], [1.884, 1.677, -0.179], [2.378, -0.787, 0.917], [2.367, -0.868, -0.875]],
  "nbo_charge": [-0.43, -0.16, -0.23, -0.19, -0.53, 0.20, 0.20, 0.21, 0.23, 0.22, 0.23, 0.23],
  "charge": 0,
  "lumo_energy_ev": 0.94,
  "total_energy_ha": -592.26021,
  "homo_lumo_gap_ha": 0.3345,
  "e_above_lowest_kcal_mol": 7.32,
  "smiles": "C=C1C=CCS1"
}

No. 3
{
  "formula": "C5H6S",
  "method": "ωB97M-V/def2-TZVPD",
  "elements": ["C", "C", "C", "C", "C", "S", "H", "H", "H", "H", "H", "H"],
  "xyz": [[0.567, 1.738, 0.243], [1.582, 0.956, -0.175], [-0.898, -0.466, -0.144], [0.227, -1.469, 0.262], [-0.503, 0.972, -0.196], [1.832, -0.647, -0.249], [0.654, 2.840, 0.434], [-1.249, -0.552, -1.160], [-1.582, -0.625, 0.660], [0.418, -1.815, 1.329], [0.198, -2.422, -0.206], [-1.247, 1.488, -0.799]],
  "nbo_charge": [-0.33, -0.28, -0.48, -0.57, -0.06, 0.37, 0.22, 0.23, 0.26, 0.23, 0.22, 0.18],
  "charge": 0,
  "lumo_energy_ev": 0.51,
  "total_energy_ha": -592.15003,
  "homo_lumo_gap_ha": 0.3068,
  "e_above_lowest_kcal_mol": 76.46
}

No. 4
{
  "formula": "C5H6S2",
  "method": "ωB97M-V/def2-TZVPD",
  "elements": ["C", "C", "C", "C", "C", "S", "S", "H", "H", "H", "H", "H", "H"],
  "xyz": [[0.714, 1.203, -0.788], [0.707, 1.395, 0.542], [0.356, -1.177, -1.120], [0.088, 0.087, -1.521], [-1.180, -0.249, 1.042], [0.159, 0.272, 1.893], [-2.181, -1.331, 1.698], [1.290, 1.959, -1.324], [1.150, 2.381, 0.813], [-0.192, -2.038, -1.385], [1.086, -1.250, -0.339], [-0.420, 0.332, -2.402], [-1.576, -1.584, 2.891]],
  "nbo_charge": [-0.22, -0.33, -0.36, -0.20, -0.57, 0.35, 0.26, 0.22, 0.22, 0.20, 0.19, 0.21, 0.04],
  "charge": 0,
  "lumo_energy_ev": 0.11,
  "total_energy_ha": -990.33633,
  "homo_lumo_gap_ha": 0.3024,
  "e_above_lowest_kcal_mol": 80.73
}

No. 5
{
  "formula": "C5H6S3",
  "method": "ωB97M-V/def2-TZVPD",
  "elements": ["C", "C", "C", "S", "C", "S", "C", "S", "H", "H", "H", "H", "H", "H"],
  "xyz": [[0.811, 0.351, 1.260], [0.788, 0.043, -0.232], [0.460, -1.418, -0.256], [0.524, -2.327, -1.622], [-0.315, 0.827, -0.914], [-0.040, 1.898, -2.104], [-1.770, 0.527, -0.502], [-2.204, -0.639, 0.506], [0.771, 1.450, 1.469], [1.591, -0.042, 1.754], [-0.132, -0.050, 1.821], [1.655, 0.271, -0.740], [0.393, -1.918, 0.748], [-2.533, 1.028, -1.189]],
  "nbo_charge": [-0.59, -0.44, -0.24, 0.05, -0.12, 0.16, -0.36, 0.18, 0.22, 0.21, 0.22, 0.26, 0.21, 0.24],
  "charge": 0,
  "lumo_energy_ev": -1.98,
  "total_energy_ha": -1388.58008,
  "homo_lumo_gap_ha": 0.2500,
  "e_above_lowest_kcal_mol": 60.05,
  "smiles": "C[C@@H](C=S)C(=S)C=S"
}

No. 6
{
  "formula": "C5H6S3",
  "method": "ωB97M-V/def2-TZVPD",
  "elements": ["S", "C", "C", "C", "C", "S", "C", "S", "H", "H", "H", "H", "H", "H"],
  "xyz": [[2.265, -0.650, -1.597], [1.847, 0.174, -0.068], [0.640, 0.029, 0.664], [-0.222, -1.261, 0.481], [-1.352, -0.665, -0.359], [-2.820, -1.045, -1.175], [-0.882, 0.783, 0.032], [-0.832, 2.293, -0.902], [2.463, 1.024, 0.574], [0.799, 0.446, 1.706], [-0.544, -1.679, 1.420], [0.460, -1.996, 0.212], [-1.401, 0.904, 0.964], [-0.421, 1.643, -1.950]],
  "nbo_charge": [-0.07, -0.18, -0.35, -0.51, 0.00, 0.05, -0.37, 0.08, 0.22, 0.23, 0.25, 0.27, 0.24, 0.13],
  "charge": 0,
  "lumo_energy_ev": -1.27,
  "total_energy_ha": -1388.52440,
  "homo_lumo_gap_ha": 0.2835,
  "e_above_lowest_kcal_mol": 95.00,
  "smiles": "S=C[C@@H]1CC(=S)[C@@H]1S"
}